No. 1
Entry from the Open Molecules 2025 dataset: a molecular structure, C20H38BaNO10 (ωB97M-V/def2-TZVPD).

Lowest unoccupied orbital energy: -0.1473 Ha
Orbital gap: 7.077 eV
Calculated total energy: -44002.6323 eV

```
! wB97M-V def2-TZVPD RIJCOSX def2/J DEFGRID3
* xyz 1 1
Ba -7.02634 -10.04688 -13.26493
C -7.36977 -14.29226 -15.41118
C -7.04761 -13.02635 -14.63883
O -7.16510 -12.90842 -13.34749
O -6.66569 -12.01765 -15.28701
H -8.25920 -14.07120 -16.00122
H -7.47788 -15.22512 -14.85784
H -6.52887 -14.55295 -16.05386
C -5.24614 -8.63965 -19.36814
C -4.71085 -9.24368 -20.43808
C -4.79863 -10.63583 -20.48277
C -5.59783 -11.33971 -19.58581
C -6.38365 -10.64752 -18.66917
C -6.10910 -9.28491 -18.51228
N -5.68062 -12.87213 -19.70926
O -4.98867 -13.44244 -20.46355
O -6.49925 -13.45635 -18.93288
H -5.17515 -7.56212 -19.38451
H -4.24954 -8.59841 -21.17104
H -4.27281 -11.20876 -21.23220
H -6.97652 -11.08058 -17.87710
H -6.60365 -8.70704 -17.74555
C -8.34615 -18.05131 -17.97263
O -9.29466 -17.70672 -17.01076
C -9.77025 -16.47182 -17.09765
C -10.84447 -16.29683 -15.99494
O -11.45436 -15.00149 -15.95288
C -12.89155 -15.01061 -16.04825
H -8.06075 -19.07215 -17.71860
H -7.51331 -17.34937 -18.01445
H -8.88620 -18.09708 -18.91833
H -10.19737 -16.31843 -18.08868
H -8.98424 -15.73923 -16.91432
H -10.25242 -16.26893 -15.08017
H -11.57777 -17.09393 -15.87242
H -13.27255 -15.46150 -16.96458
H -13.14212 -13.95325 -16.13374
H -13.39081 -15.43045 -15.17500
C -3.95249 -9.66603 -15.07219
O -4.36010 -10.03094 -13.73153
C -3.59668 -11.18417 -13.25959
C -4.03032 -11.53274 -11.77649
O -5.40536 -11.29704 -11.54203
C -5.69410 -11.86470 -10.24861
H -2.96893 -9.22628 -15.23750
H -4.70443 -8.91519 -15.31492
H -4.17488 -10.40867 -15.83844
H -2.52384 -10.99698 -13.30507
H -3.89148 -12.05782 -13.84090
H -3.61897 -10.80337 -11.07871
H -3.56467 -12.48737 -11.53170
H -5.30970 -11.31625 -9.38866
H -5.44562 -12.92575 -10.27221
H -6.77478 -11.72622 -10.21600
C -3.31990 -17.23587 -8.22042
O -3.07938 -16.46612 -9.41023
C -3.98881 -16.62908 -10.48823
C -3.48652 -16.27552 -11.88785
O -4.27456 -16.91011 -12.95107
C -5.63841 -16.41693 -12.99544
H -2.99693 -16.68116 -7.33945
H -2.72944 -18.15192 -8.20301
H -4.38095 -17.21158 -7.97205
H -4.85941 -16.01291 -10.26356
H -4.22795 -17.68657 -10.60058
H -2.41838 -16.47010 -11.98427
H -3.47952 -15.20937 -12.11450
H -5.86527 -15.36808 -12.80430
H -6.20670 -16.97167 -12.24884
H -6.13668 -16.61412 -13.94462
*
```

No. 2
Entry from the Open Molecules 2025 dataset: a molecular structure, C20H38Br2I2N4O5P2PdS (ωB97M-V/def2-TZVPD).

Lowest unoccupied orbital energy: -0.4099 Ha
Orbital gap: 1.731 eV
Calculated total energy: -226698.0705 eV

```
! wB97M-V def2-TZVPD RIJCOSX def2/J DEFGRID3
* xyz 2 1
C 0.98980 4.65480 -0.92414
C 0.13904 3.43411 -0.23970
C 0.01935 2.07723 -1.22926
C 1.52455 1.58462 -1.49580
C 2.58185 1.75227 -0.21043
C 3.85852 0.74210 -0.40398
C 4.54966 0.21674 0.98570
C 4.42206 -1.42567 1.02592
N 5.69442 -2.11476 1.54758
O -1.06263 1.35062 -0.84405
C -1.21810 0.01966 -0.38659
C -1.71338 -0.77606 -1.77541
C -0.58327 -1.55850 -2.61905
S -0.40790 -3.41198 -2.20569
C 1.43060 -3.75573 -2.35994
N 2.11171 -3.13572 -3.57705
N 3.45130 -3.55338 -3.44700
C 3.60775 -4.38442 -2.18084
O 2.30610 -4.53777 -1.45744
P 0.16337 -0.80911 0.59270
O 1.42125 -1.34439 -0.19055
C -2.53733 0.20938 0.67299
C -2.09631 1.52664 1.57272
C -2.82192 1.74380 3.00902
C -2.25606 0.91131 4.28960
I -0.10081 1.19797 4.70631
N -3.67917 0.42943 -0.27745
I -5.05110 1.84147 0.11453
C -2.86127 -1.09408 1.57226
Br -4.71623 -1.11280 2.42823
C -2.82165 -2.57512 0.90011
C -4.23773 -3.17934 0.36075
Br -2.30591 -3.81646 2.44671
P -0.50475 2.90550 -2.93974
O -0.61646 1.53646 -4.05272
O -2.06714 3.65253 -2.74268
H 1.96653 4.33882 -1.48284
H 0.34565 5.34680 -1.64951
H 1.33785 5.37986 -0.04222
H -0.98684 3.82919 -0.18141
H 0.43485 3.16356 0.85726
H 1.69038 0.52561 -1.95269
H 1.99136 2.32623 -2.31211
H 3.02952 2.85654 -0.29347
H 2.05681 1.70778 0.83063
H 4.69670 1.37157 -0.97563
H 3.59753 -0.14962 -1.14618
H 5.71710 0.44996 0.93129
H 4.13565 0.76227 1.93535
H 3.49133 -1.67423 1.69339
H 4.22305 -1.91633 -0.03416
H 6.13652 -1.53607 2.29491
H 5.35543 -3.04519 1.92269
H -2.18182 0.02884 -2.52772
H -2.58527 -1.53461 -1.60050
H 0.49828 -1.13857 -2.61674
H -0.93197 -1.55473 -3.76198
H 4.54028 -4.90227 -1.69740
H 0.71187 0.16681 1.54937
H -0.22260 -1.92224 1.45748
H -2.28954 2.56649 1.01356
H -0.92184 1.56724 1.78865
H -2.64213 2.89366 3.29044
H -4.01315 1.65905 2.99106
H -2.79644 1.38352 5.24605
H -2.58689 -0.23560 4.32582
H -4.18084 -0.44182 -0.55138
H -2.03117 -1.13150 2.43137
H -1.97578 -2.77013 0.11878
H -3.96184 -4.01176 -0.44984
H -4.95164 -2.43382 -0.18008
H -4.83745 -3.77917 1.20089
H 0.29697 1.36037 -4.47479
H -2.71753 2.97530 -3.14684
Pd -4.05110 -1.68310 4.53290
*
```

No. 3
Entry from the Open Molecules 2025 dataset: a molecular structure, C20H38Br3CuNO5 (ωB97M-V/def2-TZVPD).

Lowest unoccupied orbital energy (spin up / spin down): -0.3696 / -0.5292 Ha
Orbital gap (spin up / spin down): 5.727 / 1.385 eV
Calculated total energy: -287815.9741 eV

```
! wB97M-V def2-TZVPD RIJCOSX def2/J DEFGRID3
* xyz 3 3
Cu 24.69739 -21.23505 5.35975
C 17.33468 -24.61068 5.10783
C 18.49398 -23.61243 5.42829
C 19.34585 -23.94335 6.62391
C 20.85998 -24.17764 6.33123
N 21.77469 -24.58592 7.52774
C 23.14030 -24.98191 6.99255
C 23.70725 -25.94768 8.01146
C 22.51619 -26.64619 8.72377
C 21.27870 -25.92951 8.23420
C 21.74961 -23.38034 8.48253
H 16.83720 -24.95675 6.01384
H 17.73747 -25.54207 4.70984
H 16.60860 -24.22334 4.39307
H 18.08484 -22.65497 5.75075
H 19.12565 -23.31910 4.58982
H 19.04714 -24.86134 7.13004
H 19.27726 -23.03177 7.21756
H 21.24753 -23.18335 6.10923
H 21.10782 -24.75202 5.43860
H 23.72681 -24.06893 6.88973
H 22.96577 -25.43690 6.01755
H 24.15610 -25.41943 8.85264
H 24.47714 -26.53591 7.51210
H 22.56434 -26.65197 9.81268
H 22.56585 -27.65241 8.30764
H 20.65390 -25.64364 9.08037
H 20.78278 -26.59999 7.53234
H 21.99710 -23.81836 9.44947
H 20.69955 -23.11047 8.59498
H 22.46214 -22.59740 8.22285
C 21.30445 -18.84168 6.48340
C 21.39778 -20.28091 6.12041
O 22.63880 -20.90725 6.05430
H 21.61935 -18.69103 7.51598
H 20.40705 -18.37863 6.07308
H 21.97347 -18.25174 5.85690
H 20.93059 -20.29252 5.13568
H 20.78251 -20.77463 6.87258
O 25.35845 -19.11804 6.13398
C 25.02231 -17.92543 6.17979
O 25.53456 -17.02178 5.27219
C 25.22746 -15.64732 5.56344
C 24.04270 -15.83797 6.47869
C 24.29695 -17.14819 7.19126
H 25.01399 -14.95977 4.74503
H 26.11057 -15.34794 6.12787
H 23.17851 -15.74582 5.82083
H 23.88270 -15.03579 7.19911
H 23.33822 -17.56997 7.49299
H 25.03105 -17.18406 7.99620
O 23.60229 -19.39404 13.49103
C 23.26849 -19.57888 12.32980
O 23.92672 -18.93191 11.32384
C 23.54866 -19.43998 10.09556
C 22.85325 -20.80264 10.38992
C 22.23801 -20.47785 11.79118
H 24.38352 -19.46922 9.39537
H 22.85225 -18.71719 9.67046
H 23.62405 -21.55445 10.22041
H 22.07544 -21.00387 9.65330
H 22.18357 -21.29506 12.51041
H 21.25672 -20.03150 11.95227
C 20.81007 -18.01848 2.73192
Br 20.66454 -17.61203 0.75118
Br 19.10450 -18.82069 3.28718
Br 21.31594 -16.32166 3.58930
H 21.51522 -18.84433 2.82578
*
```

| no. | maximum force (eV Å⁻¹) |
| --- | --- |
| 1 | 4.72 |
| 2 | 7.81 |
| 3 | 4.40 |